No. 1
The following is a quantum chemistry calculation of C2H6N6 in the gas phase, from the Open Molecules 2025 dataset.

Cartesian coordinates (Å):
C1 -0.33 0.91 1.02
C2 0.34 -0.81 -1.15
H1 -0.96 1.17 2.89
H2 -0.01 2.26 -0.16
H3 1.04 0.93 -1.72
H4 0.07 -2.04 -2.95
H5 0.11 -2.18 0.32
H6 -0.55 -1.02 1.96
N1 -0.50 1.77 2.10
N2 0.00 1.34 -0.19
N3 0.80 0.45 -0.87
N4 0.34 -1.09 -2.54
N5 -0.14 -1.28 0.10
N6 -0.21 -0.40 1.19

The SMILES is N=C1NNC(=N)NN1. The value obtained for the HOMO-LUMO gap is 8.66 eV. The energy above the lowest of the compared OMol25 structures with the same formula, charge and spin is 76.4 kcal per mole. The LUMO energy is 0.5678 eV. The electronic energy comes out at -408.17415 hartree.

No. 2
The following is a quantum chemistry calculation of a molecular structure, C12H23N2O2P2PdS, from the Open Molecules 2025 dataset.

Cartesian coordinates (Å):
Pd1 -0.15 -0.12 1.33
P1 1.96 -0.97 1.08
C1 2.32 -1.41 -0.67
C2 1.04 -1.77 -1.39
N1 -0.09 -1.27 -0.89
C3 -1.25 -1.47 -1.52
C4 -1.34 -2.29 -2.66
C5 -0.17 -2.85 -3.21
C6 1.04 -2.54 -2.57
C7 -2.50 -0.85 -0.89
P2 -1.99 0.56 0.20
H1 2.03 -2.86 -2.90
H2 -2.35 -2.41 -3.06
H3 -0.20 -3.47 -4.12
H4 -3.21 -0.49 -1.65
H5 -3.02 -1.58 -0.25
H6 2.77 -0.52 -1.14
H7 3.05 -2.22 -0.72
H8 1.58 3.97 -1.37
O1 2.12 3.32 -1.87
H9 2.38 3.82 -2.67
H10 -1.10 4.73 0.85
O2 -0.98 5.23 0.02
H11 -1.43 6.08 0.22
C8 -2.11 1.96 -0.99
H12 -3.11 1.91 -1.46
H13 -1.99 2.93 -0.49
H14 -1.33 1.84 -1.76
C9 -3.39 0.76 1.32
H15 -3.25 1.68 1.92
H16 -4.32 0.83 0.73
H17 -3.42 -0.11 1.99
C10 1.94 -2.57 1.94
H18 2.88 -3.10 1.75
H19 1.81 -2.37 3.01
H20 1.08 -3.14 1.55
C11 3.45 -0.11 1.64
H21 3.35 0.17 2.69
H22 4.32 -0.77 1.51
H23 3.58 0.80 1.03
S1 -0.29 1.14 3.32
C12 0.04 0.07 4.59
N2 0.27 -0.58 5.54

As for the net charge: +3. The value obtained for the HOMO-LUMO gap (spin up / spin down) is 8.00 / 3.45 eV. Its multiplicity is 5. The energy above the lowest of the compared OMol25 structures with the same formula, charge and spin is 29.8 kcal per mole. The LUMO energy (spin up / spin down) is -10.5305 / -15.0808 eV. The electronic energy comes out at -1938.60399 hartree.

No. 3
The following is a quantum chemistry calculation of a molecular structure, C19H18FeIN3O2S2, from the Open Molecules 2025 dataset.

Cartesian coordinates (Å):
C1 1.39 -3.39 -0.55
C2 -0.03 -3.70 -0.19
H1 2.01 -3.79 -1.37
H2 2.03 -3.03 0.28
H3 1.17 -2.41 -1.00
H4 -0.51 -2.80 -0.58
H5 -0.66 -4.42 -0.74
H6 -0.37 -3.55 0.85
C3 2.13 1.03 -2.76
C4 2.72 1.71 -3.83
C5 1.92 2.61 -4.55
C6 0.55 2.75 -4.27
H7 2.62 0.22 -2.22
H8 3.77 1.55 -4.05
H9 2.34 3.21 -5.35
H10 -0.09 3.41 -4.84
N1 0.89 1.40 -2.41
C7 -0.01 2.09 -3.19
C8 -1.41 2.01 -2.81
N2 -1.73 1.21 -1.74
C9 -2.94 0.76 -1.41
C10 -3.80 2.37 -2.95
C11 -4.03 1.39 -1.97
H11 -3.01 -0.07 -0.72
H12 -5.03 1.13 -1.64
C12 -2.49 2.63 -3.41
H13 -2.30 3.34 -4.21
H14 -4.63 2.92 -3.40
Fe1 -0.14 0.95 -1.02
I1 -0.59 -1.30 -3.25
O1 2.69 -2.95 3.62
S1 1.29 -2.67 3.41
O2 0.29 -3.71 3.53
N3 1.07 -1.87 1.99
C13 0.61 -0.65 2.19
S2 0.53 0.57 1.05
C14 0.43 -0.26 3.60
C15 0.08 0.97 4.19
C16 0.07 1.08 5.58
C17 0.44 -0.01 6.39
C18 0.82 -1.22 5.81
C19 0.83 -1.31 4.42
H15 -0.19 1.82 3.55
H16 -0.23 2.00 6.08
H17 0.41 0.09 7.48
H18 1.10 -2.09 6.40

The value obtained for the HOMO-LUMO gap (spin up / spin down) is 6.01 / 5.90 eV. Its multiplicity is 5. The LUMO energy (spin up / spin down) is -1.8175 / -1.8806 eV. The electronic energy comes out at -3407.22767 hartree.

No. 4
The following is a quantum chemistry calculation of a molecular structure, C21H22Cl2N8O11P2RuS, from the Open Molecules 2025 dataset.

Cartesian coordinates (Å):
Ru1 -0.02 0.32 0.74
Cl1 1.98 -1.82 4.70
C1 0.37 -1.21 4.50
C2 -0.52 -1.28 5.59
C3 -1.80 -0.83 5.46
Cl2 -2.89 -0.93 6.83
C4 -2.26 -0.28 4.24
C5 -3.57 0.20 4.00
C6 -3.88 0.70 2.76
C7 -2.90 0.73 1.75
N1 -1.69 0.28 1.96
C8 -1.35 -0.22 3.18
C9 0.00 -0.68 3.29
O1 0.80 -0.59 2.26
H1 -0.18 -1.69 6.52
H2 -4.30 0.17 4.79
H3 -4.87 1.08 2.55
H4 -3.10 1.14 0.77
N2 -1.29 3.08 -3.26
C10 -0.99 1.60 -3.46
C11 -1.55 1.13 -4.78
P1 0.87 1.60 -3.33
O2 1.18 2.29 -4.79
O3 1.40 0.21 -3.34
O4 1.13 2.64 -2.30
P2 -1.87 0.75 -2.07
O5 -3.28 1.61 -2.16
O6 -2.14 -0.65 -2.42
O7 -1.22 1.21 -0.80
H5 -0.85 3.63 -4.00
H6 -0.83 3.36 -2.38
H7 -2.30 3.23 -3.21
H8 -1.10 1.67 -5.62
H9 -2.64 1.24 -4.81
H10 -1.33 0.07 -4.88
H11 1.84 1.78 -5.26
H12 -3.99 0.98 -2.35
C12 0.70 -3.20 -3.20
C13 1.61 -2.95 -2.05
C14 2.27 -3.91 -1.32
C15 3.05 -3.49 -0.24
N3 3.14 -2.22 0.14
C16 2.45 -1.31 -0.55
S1 2.34 0.34 -0.10
N4 1.77 -1.68 -1.67
C17 3.80 -4.47 0.61
H13 0.80 -4.23 -3.55
H14 0.91 -2.50 -4.01
H15 -0.32 -3.04 -2.86
H16 2.17 -4.96 -1.57
H17 1.29 -0.93 -2.20
H18 3.83 -5.46 0.15
H19 3.32 -4.54 1.58
H20 4.82 -4.11 0.78
N5 1.56 3.31 0.24
C18 1.06 3.02 1.45
O8 0.15 2.13 1.59
C19 1.48 3.75 2.58
C20 2.40 4.81 2.44
N6 3.14 5.69 2.32
C21 0.95 3.43 3.86
N7 0.52 3.16 4.89
H21 1.36 2.71 -0.56
H22 2.37 3.90 0.17
O9 -1.65 -2.42 1.12
N8 -0.95 -2.48 0.13
O10 -0.89 -3.45 -0.61
O11 -0.28 -1.43 -0.27

As for the net charge: -1. The value obtained for the HOMO-LUMO gap (spin up / spin down) is 6.83 / 6.84 eV. Its multiplicity is 2. The energy above the lowest of the compared OMol25 structures with the same formula, charge and spin is 22.5 kcal per mole. The LUMO energy (spin up / spin down) is 1.8146 / 1.8127 eV. The electronic energy comes out at -4175.65125 hartree.

No. 5
The following is a quantum chemistry calculation of 15 unconnected molecules or ions with the total composition C3H35O15, from the Open Molecules 2025 dataset.

Cartesian coordinates (Å):
C1 -1.50 0.65 -0.99
C2 -0.44 0.45 0.06
C3 -0.33 1.59 1.02
O1 -0.63 -0.79 0.66
H1 -1.20 1.64 -1.44
H2 -2.47 0.75 -0.37
H3 -1.49 -0.11 -1.82
H4 0.55 0.41 -0.45
H5 -1.10 1.74 1.77
H6 -0.30 2.49 0.36
H7 0.56 1.54 1.47
O2 3.44 3.84 1.56
H8 2.70 3.32 1.73
H9 4.09 3.14 1.37
O3 -1.57 -0.23 -4.49
H10 -2.27 0.14 -5.02
H11 -0.85 -0.52 -5.08
O4 -0.18 -0.38 3.96
H12 -0.90 -0.47 3.33
H13 0.63 -0.49 3.47
O5 -2.88 -2.36 0.05
H14 -2.25 -1.64 0.10
H15 -3.54 -2.17 0.76
O6 0.86 3.51 3.49
H16 0.38 3.84 2.75
H17 0.26 2.97 3.97
O7 0.83 -1.02 -3.26
H18 0.47 -1.63 -2.63
H19 0.38 -0.23 -3.15
O8 -0.35 -3.09 1.99
H20 -0.24 -2.29 1.41
H21 0.39 -3.04 2.56
O9 1.57 2.09 -1.96
H22 0.71 2.38 -2.08
H23 2.10 2.17 -2.75
O10 -0.13 -2.67 -1.30
H24 -0.38 -1.88 -0.72
H25 -0.91 -2.75 -1.86
O11 1.93 -0.71 2.18
H26 1.12 -0.67 1.62
H27 2.27 -1.54 1.95
O12 3.01 1.33 0.78
H28 2.64 0.64 1.38
H29 2.66 1.03 -0.02
O13 -2.10 -2.52 -3.01
H30 -3.00 -2.45 -2.72
H31 -1.99 -1.73 -3.56
O14 2.87 -0.84 -1.34
H32 2.07 -0.79 -1.92
H33 2.67 -1.57 -0.76
O15 -2.61 -0.17 2.62
H34 -3.45 -0.62 2.50
H35 -2.08 -0.28 1.81

As for the net charge: -1. The value obtained for the HOMO-LUMO gap is 7.83 eV. The energy above the lowest of the compared OMol25 structures with the same formula, charge and spin is 21.5 kcal per mole. The LUMO energy is 1.8815 eV. The electronic energy comes out at -1263.94760 hartree.

No. 6
The following is a quantum chemistry calculation of a molecular structure, C4H4O3Tl, from the Open Molecules 2025 dataset.

Cartesian coordinates (Å):
O1 -0.85 -1.99 0.98
C1 -0.55 -0.75 0.42
O2 0.59 -0.73 -0.09
O3 -1.41 0.14 0.45
Tl1 1.19 -2.84 0.40
C2 -3.15 -2.74 0.46
C3 -3.21 -2.98 -0.82
C4 -2.25 -2.29 1.51
H1 -2.32 -2.85 -1.46
H2 -4.11 -3.35 -1.31
H3 -2.63 -1.38 2.00
H4 -2.11 -3.06 2.28

The value obtained for the HOMO-LUMO gap (spin up / spin down) is 8.98 / 8.81 eV. Its multiplicity is 2. The energy above the lowest of the compared OMol25 structures with the same formula, charge and spin is 0.0 kcal per mole. The LUMO energy (spin up / spin down) is -0.3313 / -0.8803 eV. The electronic energy comes out at -552.93218 hartree.

No. 7
The following is a quantum chemistry calculation of a molecular structure, C8H14BeBr3Cl4InN4NaO2P, from the Open Molecules 2025 dataset.

Cartesian coordinates (Å):
N1 -2.74 -6.90 -1.16
P1 -2.60 -5.36 -2.04
O1 -0.91 -5.17 -2.35
In1 -3.22 -3.38 -0.48
C1 -1.28 -2.96 0.65
C2 -0.94 -3.88 1.74
C3 0.35 -3.54 2.38
C4 1.05 -2.39 1.82
N2 0.70 -1.54 0.82
C5 -0.47 -1.82 0.21
H1 -2.70 -7.69 -1.82
H2 -3.57 -6.95 -0.58
H3 -0.68 -5.27 -3.31
H4 -4.57 -3.79 0.61
H5 -3.55 -1.99 -1.53
H6 -1.57 -4.74 2.06
H7 0.75 -4.15 3.22
H8 2.04 -2.18 2.31
H9 -0.83 -1.19 -0.64
C6 1.70 1.89 2.31
Br1 1.47 1.85 4.25
Br2 0.55 3.19 1.49
Br3 3.55 2.14 1.81
H10 1.40 0.91 1.94
C7 4.64 5.28 -0.37
Cl1 3.84 6.32 0.83
Cl2 3.45 4.16 -1.05
Cl3 5.32 6.28 -1.66
Cl4 5.94 4.36 0.42
Na1 -0.96 -7.26 -2.62
C8 -1.48 5.83 -2.20
O2 -2.42 6.40 -2.71
N3 -0.24 6.40 -2.10
N4 -1.57 4.57 -1.68
H11 0.55 5.95 -1.68
H12 -0.14 7.33 -2.47
H13 -2.47 4.11 -1.74
H14 -0.80 4.08 -1.26
Be1 2.41 1.11 6.55

As for the net charge: +2. The value obtained for the HOMO-LUMO gap is 1.53 eV. The LUMO energy is -10.9624 eV. The electronic energy comes out at -10953.19370 hartree.

No. 8
The following is a quantum chemistry calculation of a molecular structure, C12H22N2O4W, from the Open Molecules 2025 dataset.

Cartesian coordinates (Å):
W1 0.25 0.05 -0.14
C1 2.52 1.90 -0.52
C2 2.69 1.52 0.94
O1 1.48 0.73 1.34
C3 1.67 -0.13 2.55
C4 0.61 -1.22 2.51
O2 0.48 -1.53 1.04
C5 -0.03 -2.81 0.44
C6 0.58 -2.84 -0.95
O3 0.59 -1.43 -1.46
C7 1.54 -1.14 -2.58
C8 1.80 0.35 -2.59
O4 1.83 0.71 -1.13
H1 3.49 2.02 -1.00
H2 1.90 2.78 -0.71
H3 2.76 2.40 1.58
H4 3.55 0.87 1.09
H5 1.56 0.49 3.44
H6 2.68 -0.54 2.49
H7 -0.37 -0.93 2.87
H8 0.95 -2.12 3.02
H9 -1.12 -2.78 0.47
H10 0.33 -3.64 1.04
H11 0.00 -3.46 -1.63
H12 1.62 -3.17 -0.93
H13 1.08 -1.47 -3.52
H14 2.44 -1.72 -2.38
H15 1.04 0.96 -3.06
H16 2.78 0.57 -3.02
C9 -5.08 1.16 0.17
N1 -3.59 1.18 0.04
C10 -2.75 2.04 0.71
C11 -1.47 1.75 0.33
N2 -1.56 0.69 -0.64
C12 -2.87 0.37 -0.73
H17 -5.42 2.18 0.33
H18 -5.36 0.53 1.01
H19 -5.51 0.78 -0.76
H20 -3.13 2.83 1.34
H21 -0.67 2.49 0.32
H22 -3.28 -0.43 -1.32

As for the net charge: +4. The value obtained for the HOMO-LUMO gap (spin up / spin down) is 8.28 / 8.28 eV. The energy above the lowest of the compared OMol25 structures with the same formula, charge and spin is 8.8 kcal per mole. The LUMO energy (spin up / spin down) is -15.1530 / -15.1530 eV. The electronic energy comes out at -946.25306 hartree.

No. 9
The following is a quantum chemistry calculation of a molecular structure, C40H40I2N3NiO, from the Open Molecules 2025 dataset.

Cartesian coordinates (Å):
Ni1 0.60 -0.69 -0.34
C1 -2.97 -1.53 2.92
C2 -2.77 -0.01 3.01
C3 -3.98 0.65 3.64
C4 -1.46 0.26 3.73
C5 -1.46 0.23 5.13
C6 -0.29 0.34 5.85
C7 0.91 0.43 5.16
C8 0.97 0.45 3.77
C9 2.35 0.44 3.15
C10 2.65 -0.94 2.57
C11 2.64 1.57 2.17
C12 -0.24 0.42 3.05
N1 -0.28 0.52 1.62
C13 -0.52 1.69 1.20
C14 -1.36 1.24 -1.07
C15 -1.84 2.19 -2.15
C16 -1.33 1.80 -3.31
C17 -0.46 0.64 -3.03
N2 -0.40 0.38 -1.78
C18 0.17 -0.17 -4.14
C19 0.92 0.77 -5.09
C20 -1.01 -0.84 -4.87
C21 1.12 -1.25 -3.63
H1 -3.90 -1.76 2.40
H2 -3.01 -1.96 3.92
H3 -2.15 -2.00 2.38
H4 -2.68 0.36 1.99
H5 -4.26 0.17 4.58
H6 -4.84 0.57 2.97
H7 -3.81 1.71 3.84
H8 -2.40 0.12 5.65
H9 -0.30 0.33 6.93
H10 1.84 0.48 5.71
H11 3.04 0.58 3.99
H12 2.02 -1.16 1.71
H13 2.48 -1.71 3.33
H14 3.69 -1.00 2.23
H15 2.07 1.46 1.25
H16 3.69 1.57 1.88
H17 2.41 2.54 2.62
H18 -0.55 2.56 1.86
H19 -2.50 3.02 -1.96
H20 -1.52 2.23 -4.28
H21 0.26 1.49 -5.56
H22 1.39 0.18 -5.88
H23 1.71 1.30 -4.55
H24 -1.74 -0.10 -5.23
H25 -1.52 -1.54 -4.21
H26 -0.63 -1.39 -5.74
H27 2.05 -0.83 -3.27
H28 1.33 -1.94 -4.45
H29 0.68 -1.81 -2.80
I1 -3.93 3.02 0.46
C22 -3.76 1.03 -0.27
C23 -4.93 0.31 -0.14
C24 -4.89 -1.07 -0.30
I2 -6.73 -2.07 -0.28
C25 -3.67 -1.78 -0.35
C26 -3.58 -3.18 -0.32
C27 -2.34 -3.79 -0.24
C28 -1.22 -3.00 -0.18
N3 -1.26 -1.66 -0.25
C29 -2.44 -1.02 -0.39
C30 -2.51 0.41 -0.54
O1 -0.72 2.07 -0.07
H30 -5.85 0.81 0.11
H31 -4.48 -3.77 -0.33
H32 -2.24 -4.87 -0.20
H33 -0.23 -3.43 -0.09
C31 4.67 2.83 -2.19
C32 3.29 2.91 -1.87
C33 2.63 1.79 -1.43
C34 3.28 0.54 -1.26
C35 2.54 -0.60 -0.79
C36 3.29 -1.77 -0.72
C37 4.66 -1.86 -1.05
C38 5.35 -0.75 -1.47
C39 4.66 0.48 -1.59
C40 5.33 1.65 -2.05
H34 5.19 3.71 -2.54
H35 2.76 3.85 -1.98
H36 1.58 1.85 -1.18
H37 2.81 -2.69 -0.40
H38 5.17 -2.81 -0.96
H39 6.40 -0.80 -1.71
H40 6.39 1.58 -2.29

As for the net charge: -1. The value obtained for the HOMO-LUMO gap (spin up / spin down) is 4.88 / 5.85 eV. Its multiplicity is 3. The energy above the lowest of the compared OMol25 structures with the same formula, charge and spin is 0.0 kcal per mole. The LUMO energy (spin up / spin down) is 2.1601 / 2.1409 eV. The electronic energy comes out at -3891.47315 hartree.

No. 10
The following is a quantum chemistry calculation of C6H6 in the gas phase, from the Open Molecules 2025 dataset.

Cartesian coordinates (Å):
C1 -0.08 0.86 0.28
C2 1.14 0.65 1.01
C3 -0.56 -0.07 -0.67
C4 -0.69 -0.35 -1.92
C5 1.80 -0.59 0.98
C6 -1.93 -0.57 -1.30
H1 -0.43 1.83 0.45
H2 1.41 1.39 1.75
H3 2.83 -0.62 1.37
H4 1.47 -1.21 0.18
H5 -2.22 -1.45 -0.61
H6 -2.75 0.14 -1.52

The value obtained for the HOMO-LUMO gap (spin up / spin down) is 6.99 / 7.69 eV. The energy above the lowest of the compared OMol25 structures with the same formula, charge and spin is 161.4 kcal per mole. The LUMO energy (spin up / spin down) is -1.0288 / -0.7641 eV. The electronic energy comes out at -231.96914 hartree.

No. 11
The following is a quantum chemistry calculation of C14H22N6O2 in the gas phase, from the Open Molecules 2025 dataset.

Cartesian coordinates (Å):
C1 -2.22 -3.41 -1.61
C2 -2.67 -3.63 -0.39
C3 -1.90 -3.35 0.87
N1 -0.53 -2.95 0.67
C4 -0.19 -1.66 0.43
N2 -1.09 -0.72 0.70
C5 -0.66 0.53 0.48
N3 0.56 0.86 0.05
C6 1.37 -0.18 -0.19
N4 1.05 -1.46 -0.02
N5 2.60 0.09 -0.69
C7 3.13 1.44 -0.71
H1 2.31 2.13 -0.55
C8 4.18 1.58 0.39
H2 4.69 2.54 0.33
O1 5.19 0.60 0.26
C9 4.66 -0.70 0.32
H3 5.50 -1.38 0.21
C10 3.62 -0.93 -0.78
H4 3.14 -1.90 -0.67
H5 4.10 -0.85 -1.76
H6 4.18 -0.87 1.31
H7 3.70 1.48 1.38
H8 3.59 1.61 -1.68
N6 -1.51 1.54 0.76
C11 -1.23 2.89 0.33
H9 -0.97 3.51 1.19
C12 -2.47 3.46 -0.38
H10 -2.17 4.21 -1.13
O2 -3.14 2.45 -1.09
C13 -3.73 1.49 -0.24
H11 -3.79 0.57 -0.82
C14 -2.90 1.27 1.04
H12 -3.22 1.95 1.84
H13 -2.98 0.24 1.38
H14 -4.75 1.81 0.03
H15 -3.14 3.94 0.34
H16 -0.37 2.85 -0.35
H17 0.11 -3.63 0.30
H18 -2.40 -2.54 1.41
H19 -1.91 -4.25 1.51
H20 -3.65 -4.04 -0.22
H21 -2.82 -3.62 -2.48
H22 -1.25 -2.99 -1.80

The SMILES is C=CCNc1nc(N2CCOCC2)nc(N2CCOCC2)n1. The value obtained for the HOMO-LUMO gap is 9.28 eV. The energy above the lowest of the compared OMol25 structures with the same formula, charge and spin is 0.0 kcal per mole. The LUMO energy is 0.8868 eV. The electronic energy comes out at -1025.70258 hartree.

No. 12
The following is a quantum chemistry calculation of a gas-phase ion, C4H6NO4 (charge -1), from the Open Molecules 2025 dataset.

Cartesian coordinates (Å):
C1 -1.19 0.44 -1.03
C2 -1.35 -0.59 0.09
C3 -0.21 -1.13 0.85
C4 1.22 -0.65 0.66
N1 1.12 0.89 -0.98
O1 1.95 1.78 -0.29
O2 -0.27 1.43 -0.80
O3 -1.10 -0.14 1.37
O4 1.72 0.18 1.46
H1 -0.92 0.06 -2.09
H2 -2.33 0.95 -1.04
H3 -2.27 -1.26 -0.22
H4 -0.10 -2.16 1.32
H5 1.73 -1.29 -0.03
H6 2.00 1.47 0.73

As for the net charge: -1. The SMILES is O=C[C@H]1O[C@H]1CO[N-]O. The value obtained for the HOMO-LUMO gap is 6.44 eV. The energy above the lowest of the compared OMol25 structures with the same formula, charge and spin is 190.2 kcal per mole. The LUMO energy is 3.9940 eV. The electronic energy comes out at -511.54264 hartree.

Q: Number 5 is which compound?
A: C3H35O15

Q: What is the formula in the eighth record?
A: C12H22N2O4W

Q: Which formula does entry 10 have?
A: C6H6

Q: What is the electronic energy in the tenth record?
A: -231.96914 hartree